The following is a quantum chemistry calculation of a 2-piece molecular cluster, C4H7N2 overall, from OMol25.

```
13
Properties=species:S:1:pos:R:3:mulliken_charge:R:1
N -2.43 -0.27 -0.12 0.2683
N -3.52 -0.26 0.05 -0.2812
C 1.70 -0.12 -0.22 -0.4868
C 0.57 -1.03 -0.17 -0.3362
C 0.47 0.33 0.62 0.2022
C -0.45 1.11 -0.04 -0.6876
H -0.21 -1.01 -0.89 0.3695
H 1.99 0.37 -1.08 0.2716
H 0.28 -1.88 0.44 0.3240
H -0.29 1.22 -1.19 0.2717
H -1.19 1.73 0.46 0.3921
H 0.59 0.14 1.65 0.4356
H 2.49 -0.33 0.47 0.2568
```

Values from the calculation:
ΔE to the lowest compared entry with this formula, charge and spin: 334.4 kJ/mol
HOMO-LUMO gap: 10.9 eV
DFT total energy: -7232.27281 eV
2S+1: 1
LUMO energy: -6.201 eV
Molar mass: 83.11 g mol⁻¹
Charge: +1



The following is a quantum chemistry calculation of an isolated ion of composition C4H7N2O and charge +1, from OMol25.

```
14
Properties=species:S:1:pos:R:3:mulliken_charge:R:1
O -0.29 -2.10 1.02 -0.3530
N 0.66 1.49 -0.91 -0.2610
N 1.10 -0.35 0.58 -0.2347
C 1.42 0.94 -0.12 -0.1021
C -0.61 0.97 -1.25 -0.1561
C -1.44 0.56 -0.30 -0.7263
C 0.32 -1.35 0.15 0.2729
H -0.96 0.99 -2.26 0.3579
H 1.29 -0.36 1.64 0.2959
H -1.19 0.71 0.67 0.4381
H 2.26 1.49 0.26 0.4058
H 0.36 -1.68 -0.86 0.4402
H -2.55 0.38 -0.50 0.2666
H -0.36 -1.68 1.89 0.3559
```

Values from the calculation:
SMILES: C=C/N=C\[NH+]=C\O
ΔE to the lowest compared entry with this formula, charge and spin: 304.4 kJ/mol
HOMO-LUMO gap: 8.7 eV
DFT total energy: -9279.63479 eV
2S+1: 1
LUMO energy: -5.320 eV
Molar mass: 99.11 g mol⁻¹
Charge: +1



The following is a quantum chemistry calculation of an isolated ion of composition C4H7N2O and charge +1, from OMol25.

```
14
Properties=species:S:1:pos:R:3:mulliken_charge:R:1
O 0.50 2.24 -0.28 -0.4214
N -1.39 0.89 -0.68 -0.0551
N -0.83 -0.84 0.45 -0.0198
C 1.80 -0.63 0.01 -1.0685
C -1.81 -0.25 -0.19 -0.0218
C -0.08 1.22 -0.24 0.2088
C 0.38 -0.03 0.55 0.2845
H 2.32 0.34 -0.17 0.3259
H 0.44 0.30 1.61 0.2825
H -1.80 1.58 -1.37 0.3093
H 1.79 -1.27 -0.89 0.3400
H -0.88 -1.71 0.82 0.1073
H -2.82 -0.65 -0.42 0.4031
H 2.39 -1.19 0.80 0.3252
```

Values from the calculation:
SMILES: C[C@@H]1[NH+]=CNC1=O
ΔE to the lowest compared entry with this formula, charge and spin: 62.6 kJ/mol
HOMO-LUMO gap: 10.7 eV
DFT total energy: -9282.14099 eV
2S+1: 1
LUMO energy: -4.795 eV
Molar mass: 99.11 g mol⁻¹
Charge: +1



The following is a quantum chemistry calculation of an isolated ion of composition C4H7N2O and charge +1, from OMol25.

```
14
Properties=species:S:1:pos:R:3:mulliken_charge:R:1
O -1.08 1.06 -2.68 -0.4429
N -0.59 0.08 -0.77 -0.5517
N -1.29 -0.37 2.44 -0.0539
C 1.39 -1.03 0.33 -1.3166
C -0.46 0.96 -1.58 0.1758
C -0.56 -0.17 1.55 0.0163
C 0.24 0.08 0.40 0.6280
H 1.01 -1.84 -0.18 0.3997
H 2.25 -0.52 -0.30 0.3060
H 0.80 1.11 0.60 0.3882
H 1.78 -1.29 1.34 0.4134
H -1.67 0.33 -3.06 0.3813
H 0.09 1.95 -1.41 0.2744
H -1.91 -0.35 3.32 0.3818
```

Values from the calculation:
SMILES: C[C@H](C#[NH+])/N=C/O
ΔE to the lowest compared entry with this formula, charge and spin: 298.6 kJ/mol
HOMO-LUMO gap: 10.2 eV
DFT total energy: -9279.69536 eV
2S+1: 1
LUMO energy: -4.351 eV
Molar mass: 99.11 g mol⁻¹
Charge: +1



The following is a quantum chemistry calculation of an isolated ion of composition C4H7N2O and charge +1, from OMol25.

```
14
Properties=species:S:1:pos:R:3:mulliken_charge:R:1
O -1.36 0.27 2.45 -0.4208
N 0.93 -0.71 0.01 -0.2586
N -0.91 0.77 -0.88 -0.2897
C 0.65 0.50 -0.42 -0.3214
C -0.39 1.09 0.42 0.1909
C -0.67 0.04 1.51 0.1011
C 0.25 -1.13 1.21 -0.3205
H 1.23 1.20 -1.00 0.4405
H 1.13 -1.18 1.96 0.3077
H 1.86 -1.12 -0.10 0.3042
H -1.49 -0.07 -0.95 0.3016
H -0.26 -2.11 0.94 0.2736
H -0.42 2.00 1.00 0.4179
H -1.16 1.46 -1.58 0.2736
```

Values from the calculation:
SMILES: O=C1CN[C@H]2[NH2+][C@@H]12
ΔE to the lowest compared entry with this formula, charge and spin: 261.1 kJ/mol
HOMO-LUMO gap: 10.4 eV
DFT total energy: -9280.08412 eV
2S+1: 1
LUMO energy: -3.944 eV
Molar mass: 99.11 g mol⁻¹
Charge: +1



The following is a quantum chemistry calculation of an isolated ion of composition C4H7N2O and charge +1, from OMol25.

```
14
Properties=species:S:1:pos:R:3:mulliken_charge:R:1
O 0.33 0.79 -1.77 -0.4205
N 0.30 -1.49 -0.40 -0.0517
N 0.69 0.21 1.21 -0.2007
C -0.45 -0.58 -1.22 -0.3092
C 0.72 -1.08 0.78 -0.0385
C -0.17 1.33 0.62 -0.5007
C -0.57 0.85 -0.77 0.0624
H 0.82 0.26 2.23 0.2989
H 1.27 -1.79 1.43 0.3458
H 0.38 2.29 0.55 0.3025
H -1.57 1.23 -1.13 0.4296
H 0.33 -2.52 -0.69 0.3325
H -1.00 -0.98 -2.07 0.4408
H -1.08 1.47 1.21 0.3087
```

Values from the calculation:
SMILES: C1=[NH+][C@@H]2O[C@@H]2CN1
ΔE to the lowest compared entry with this formula, charge and spin: 209.5 kJ/mol
HOMO-LUMO gap: 10.3 eV
DFT total energy: -9280.61825 eV
2S+1: 1
LUMO energy: -4.419 eV
Molar mass: 99.11 g mol⁻¹
Charge: +1



The following is a quantum chemistry calculation of a 2-piece molecular cluster, C4H7N2O overall, from OMol25.

```
14
Properties=species:S:1:pos:R:3:mulliken_charge:R:1
O -0.65 -2.95 1.34 -0.1989
N -0.65 -1.10 -0.08 -0.2125
N -0.91 -0.92 -2.42 -0.2367
C -0.91 -0.49 -1.23 0.1085
C -0.63 -2.10 0.60 0.5679
C 0.82 2.10 1.30 -0.5606
C 1.44 1.00 1.62 -0.4656
H 1.27 2.88 0.78 0.2772
H 0.99 0.13 2.00 0.2629
H -0.24 2.48 1.61 0.2367
H -1.23 -0.41 -3.30 0.3245
H -0.92 -1.91 -2.53 0.2624
H -0.81 0.53 -1.07 0.3842
H 2.44 0.77 1.37 0.2498
```

Values from the calculation:
ΔE to the lowest compared entry with this formula, charge and spin: 273.9 kJ/mol
HOMO-LUMO gap: 7.9 eV
DFT total energy: -9279.95083 eV
2S+1: 1
LUMO energy: -5.571 eV
Molar mass: 99.11 g mol⁻¹
Charge: +1



The following is a quantum chemistry calculation of a 2-piece molecular cluster, C4H7N2O overall, from OMol25.

```
14
Properties=species:S:1:pos:R:3:mulliken_charge:R:1
O 1.17 -1.12 -0.16 -0.4257
N 2.33 -1.06 -0.34 0.1985
N -1.07 -0.32 0.27 0.2084
C -0.40 2.06 -0.10 -1.1131
C -1.91 -1.40 0.28 -0.6701
C -0.57 0.70 0.11 0.5229
C 3.40 -0.64 -0.44 -0.2128
H -2.98 -1.09 0.21 0.3728
H 4.46 -0.46 -0.47 0.4423
H -1.31 2.63 0.04 0.3502
H -1.84 -1.93 1.30 0.2942
H 0.25 2.17 -0.90 0.3349
H 0.03 2.59 0.70 0.3903
H -1.57 -2.13 -0.50 0.3072
```

Values from the calculation:
Expectation value of S²: 2.01
ΔE to the lowest compared entry with this formula, charge and spin: 550.4 kJ/mol
HOMO-LUMO gap (alpha / beta): 5.4 / 8.0 eV
DFT total energy: -9272.78047 eV
2S+1: 3
LUMO energy (alpha / beta): -3.889 / -6.378 eV
Molar mass: 99.11 g mol⁻¹
Charge: +1



The following is a quantum chemistry calculation of C4H7N2O as an isolated structure, from OMol25.

```
14
Properties=species:S:1:pos:R:3:mulliken_charge:R:1
O 1.32 0.50 1.26 -0.2451
N -1.39 -0.77 -0.01 0.5628
N -1.88 -1.69 0.36 -0.5642
C -0.73 0.31 -0.32 0.1266
C 1.06 -0.20 0.37 0.6139
C 1.67 -1.26 -0.39 -0.9844
C -1.21 1.59 0.33 -0.9682
H 2.59 -0.85 -0.82 0.3538
H -2.05 1.40 0.99 0.3968
H 1.06 -1.69 -1.17 0.3569
H -0.50 0.37 -1.38 0.4082
H -1.52 2.29 -0.44 0.3149
H -0.41 2.04 0.91 0.2866
H 1.99 -2.03 0.31 0.3413
```

Values from the calculation:
Expectation value of S²: 2.01
ΔE to the lowest compared entry with this formula, charge and spin: 218.6 kJ/mol
HOMO-LUMO gap (alpha / beta): 7.0 / 9.7 eV
DFT total energy: -9276.21934 eV
2S+1: 3
LUMO energy (alpha / beta): -4.272 / -8.427 eV
Molar mass: 99.11 g mol⁻¹
Charge: +1



The following is a quantum chemistry calculation of an isolated ion of composition C4H7N2O2S and charge +1, from OMol25.

```
16
Properties=species:S:1:pos:R:3:mulliken_charge:R:1
S 2.19 -0.57 -0.07 0.3441
O 3.17 1.66 0.57 -0.2930
O 0.55 -2.36 -0.70 -0.4227
N 0.64 -1.02 -0.31 0.3621
N 2.05 0.99 0.23 0.0555
C -1.38 -1.08 1.17 -1.2767
C -1.00 0.60 -0.67 0.4983
C -0.61 -0.38 0.07 -0.0049
C -1.22 1.73 -1.22 -0.7953
H -2.38 -1.29 0.83 0.3531
H -0.81 -1.89 1.57 0.3822
H -0.27 -2.58 -1.20 0.3944
H -0.71 2.53 -0.89 0.3170
H -1.68 1.68 -2.13 0.2960
H 2.94 2.52 0.75 0.3676
H -1.48 -0.53 2.00 0.4222
```

Values from the calculation:
ΔE to the lowest compared entry with this formula, charge and spin: 769.2 kJ/mol
HOMO-LUMO gap (alpha / beta): 7.9 / 7.4 eV
DFT total energy: -22156.88650 eV
2S+1: 1
LUMO energy (alpha / beta): -5.850 / -6.245 eV
Molar mass: 147.18 g mol⁻¹
Charge: +1



The following is a quantum chemistry calculation of C4H7N2O9OsS as an isolated structure, from OMol25.

```
24
Properties=species:S:1:pos:R:3:mulliken_charge:R:1
Os -0.06 2.38 0.17 1.1861
S 0.59 0.78 2.22 1.1080
O -1.56 1.54 -1.10 -0.4694
O 1.35 -0.15 -1.41 -0.4097
O -0.79 1.26 1.66 -0.6419
O -1.90 3.41 -0.10 -0.5260
O 3.28 -1.28 -0.78 -0.3773
O 0.81 -0.58 1.80 -0.5059
O 1.44 3.84 -1.82 -0.4120
O 1.43 1.73 1.23 -0.5560
O 0.80 1.14 3.56 -0.5272
N 0.83 3.28 -1.05 0.5572
N -1.22 -1.47 -0.11 -0.2044
C 0.83 -2.86 0.03 -0.7200
C -2.36 2.49 -0.82 0.2700
C -0.50 -2.62 -0.48 -0.1527
C 2.33 -0.70 -1.09 0.8644
H -3.39 2.49 -1.17 0.4434
H -0.87 -3.54 0.10 0.2841
H 1.38 -3.70 -0.36 0.3892
H 1.13 -2.48 1.01 0.4826
H -0.64 -2.88 -1.53 0.5048
H -1.94 -1.11 -0.71 0.2101
H -0.98 -0.97 0.74 0.2027
```

Values from the calculation:
ΔE to the lowest compared entry with this formula, charge and spin: 37.1 kJ/mol
HOMO-LUMO gap (alpha / beta): 7.5 / 7.5 eV
DFT total energy: -38961.19309 eV
2S+1: 1
LUMO energy (alpha / beta): -6.384 / -6.385 eV
Molar mass: 449.40 g mol⁻¹
Charge: +1



The following is a quantum chemistry calculation of an isolated ion of composition C4H7N2OS and charge +1, from OMol25.

```
15
Properties=species:S:1:pos:R:3:mulliken_charge:R:1
S 3.11 1.50 0.14 -0.2702
O -0.69 -0.17 1.42 -0.3156
N 1.63 -0.78 -0.30 -0.4735
N -0.35 0.61 -0.73 -0.2654
C 2.28 0.22 -0.11 0.5175
C -0.58 -1.31 0.59 -0.5567
C -0.89 0.97 0.67 -0.3477
C 0.23 -0.79 -0.60 0.1996
H -1.55 -1.71 0.28 0.3474
H 0.01 -2.05 1.13 0.3494
H 0.07 -1.32 -1.54 0.3857
H 0.22 1.31 -1.21 0.3285
H -1.96 1.18 0.55 0.3672
H -1.18 0.52 -1.33 0.4071
H -0.35 1.82 1.06 0.3266
```

Values from the calculation:
SMILES: S=C=N[C@H]1COC[NH2+]1
ΔE to the lowest compared entry with this formula, charge and spin: 107.3 kJ/mol
HOMO-LUMO gap: 9.9 eV
DFT total energy: -20116.37512 eV
2S+1: 1
LUMO energy: -3.783 eV
Molar mass: 131.18 g mol⁻¹
Charge: +1